[1]
The following is a DFT calculation (ωB97M-V with the def2-TZVPD basis set) of a 5-piece molecular cluster, C19H35N5O overall at a distorted geometry.

Gap between HOMO and LUMO (alpha / beta): 1.5 / 10.1 eV
Lowest unoccupied orbital energy (alpha / beta): 2.377 / 2.306 eV
Total charge: -1
Largest force on an atom: 4.840 eV Å⁻¹
2S+1: 2
⟨S²⟩: 0.7503

Each line ends with the natural charge from an NBO analysis.
Cartesian coordinates (Å):
C 2.055 2.987 1.617  0.513
O 1.682 2.032 0.911  -0.653
N 1.270 3.817 2.308  -0.425
C 1.848 4.706 3.310  -0.428
C -0.164 3.545 2.457  -0.432
H 3.129 3.212 1.707  0.114
H 2.879 4.969 3.077  0.210
H 1.817 4.336 4.335  0.195
H 1.302 5.650 3.299  0.197
H -0.384 3.471 3.522  0.203
H -0.851 4.342 2.172  0.195
H -0.525 2.705 1.864  0.247
C 0.541 -0.636 -1.887  -0.619
C -0.347 -1.146 -0.717  -0.395
C -1.018 -0.062 0.100  -0.526
C -2.241 0.558 -0.509  0.327
N -3.206 0.990 -0.882  -0.396
H 1.012 -1.479 -2.394  0.215
H 1.394 -0.097 -1.474  0.215
H -0.053 0.011 -2.533  0.196
H 0.342 -1.771 -0.150  0.229
H -1.103 -1.853 -1.060  0.206
H -0.314 0.748 0.294  0.271
H -1.326 -0.509 1.045  0.253
C 3.004 -0.881 3.640  -0.691
C 2.032 -1.305 2.521  -0.446
C 0.667 -1.756 3.068  -0.528
C -0.236 -0.701 3.591  0.319
N -0.905 0.115 3.983  -0.389
H 2.617 0.049 4.057  0.193
H 3.997 -0.550 3.335  0.210
H 3.224 -1.647 4.383  0.200
H 2.450 -2.097 1.900  0.226
H 1.890 -0.392 1.942  0.221
H 0.786 -2.476 3.878  0.243
H 0.154 -2.293 2.270  0.268
C -4.210 2.290 -4.407  -0.622
C -5.287 3.319 -3.960  -0.380
C -5.904 3.021 -2.575  -0.511
C -6.446 1.642 -2.419  0.300
N -6.899 0.562 -2.326  -0.351
H -3.537 2.123 -3.567  0.230
H -3.571 2.671 -5.203  0.206
H -4.695 1.417 -4.846  0.217
H -6.137 3.351 -4.642  0.198
H -4.850 4.317 -3.983  0.206
H -6.699 3.728 -2.341  0.238
H -5.197 3.009 -1.746  0.263
C 3.097 -3.811 -2.437  -0.672
C 3.329 -5.290 -2.040  -0.475
C 3.200 -5.588 -0.513  -0.863
C 2.060 -4.979 0.135  0.268
N 1.139 -4.456 0.629  -0.431
H 3.888 -3.135 -2.115  0.208
H 2.162 -3.386 -2.071  0.208
H 3.041 -3.854 -3.525  0.198
H 4.260 -5.790 -2.306  0.205
H 2.606 -5.925 -2.553  0.190
H 4.016 -5.183 0.086  0.200
H 3.217 -6.646 -0.253  0.229

=====

[2]
The following is a DFT calculation (ωB97M-V with the def2-TZVPD basis set) of Cl3OPS as an isolated structure at a distorted geometry.

Gap between HOMO and LUMO (alpha / beta): 7.4 / 7.0 eV
Lowest unoccupied orbital energy (alpha / beta): -1.810 / -1.579 eV
Relative energy (zero: lowest compared OMol25 entry of this formula, charge and spin): 49.5 kcal/mol
Largest force on an atom: 1.073 eV Å⁻¹
2S+1: 1

Each line ends with the natural charge from an NBO analysis.
Cartesian coordinates (Å):
O 2.732 -0.672 -0.432  -0.716
P -0.602 0.042 -0.210  0.778
S 2.129 0.603 -0.031  0.708
Cl -1.606 1.776 -0.074  -0.253
Cl -0.615 -0.562 1.707  -0.254
Cl -2.038 -1.187 -0.959  -0.264

=====

[3]
The following is a DFT calculation (ωB97M-V with the def2-TZVPD basis set) of C4H10O as an isolated structure at a distorted geometry.

Gap between HOMO and LUMO: 11.0 eV
Lowest unoccupied orbital energy: 0.863 eV
Relative energy (zero: lowest compared OMol25 entry of this formula, charge and spin): 193.6 kcal/mol
Largest force on an atom: 17.000 eV Å⁻¹
2S+1: 1

Each line ends with the natural charge from an NBO analysis.
Cartesian coordinates (Å):
C -1.464 0.069 -0.494  -0.110
C -0.294 0.854 0.155  -0.412
C 0.737 -0.208 0.694  -0.445
C 1.901 -0.536 -0.270  -0.495
H -2.886 -0.417 0.824  0.470
H -1.552 -0.541 -1.161  0.217
H -2.193 0.685 -1.118  0.142
H 0.224 1.289 -0.871  0.226
H -0.455 1.895 1.258  0.220
H 0.450 -1.398 0.917  0.233
H 1.272 0.267 1.838  0.194
H 2.608 -0.951 0.082  0.144
H 1.466 -0.885 -1.505  0.183
H 2.376 0.612 -0.636  0.160
O -2.191 -0.736 0.288  -0.727

=====

[4]
The following is a DFT calculation (ωB97M-V with the def2-TZVPD basis set) of C3H10N2O3 in the gas phase at a distorted geometry.

Gap between HOMO and LUMO: 9.9 eV
Structure (SMILES): CN(O)C(O)(O)CN
Lowest unoccupied orbital energy: 0.807 eV
Relative energy (zero: lowest compared OMol25 entry of this formula, charge and spin): 67.6 kcal/mol
Largest force on an atom: 2.882 eV Å⁻¹
2S+1: 1

Each line ends with the natural charge from an NBO analysis.
Cartesian coordinates (Å):
C 2.247 0.350 0.198  -0.433
N 0.945 0.123 -0.413  -0.201
O 0.600 1.282 -1.144  -0.590
C -0.126 -0.248 0.560  0.594
O -0.614 0.870 1.216  -0.734
O 0.378 -1.139 1.505  -0.700
C -1.188 -0.875 -0.372  -0.299
N -2.236 0.091 -0.669  -0.864
H 2.950 0.629 -0.584  0.210
H 2.582 -0.588 0.633  0.208
H 2.189 1.127 0.966  0.179
H 0.280 1.949 -0.506  0.459
H -1.569 0.902 1.010  0.506
H 0.590 -1.981 1.088  0.477
H -1.601 -1.758 0.120  0.204
H -0.397 -1.056 -1.245  0.228
H -1.933 0.695 -1.427  0.383
H -3.097 -0.373 -0.937  0.374

=====

[5]
The following is a DFT calculation (ωB97M-V with the def2-TZVPD basis set) of N3O4 as an isolated structure at a distorted geometry.

Gap between HOMO and LUMO: 8.9 eV
Lowest unoccupied orbital energy: 4.271 eV
Relative energy (zero: lowest compared OMol25 entry of this formula, charge and spin): 55.8 kcal/mol
Total charge: -1
Largest force on an atom: 5.484 eV Å⁻¹
2S+1: 1

Each line ends with the natural charge from an NBO analysis.
Cartesian coordinates (Å):
N -0.304 -0.308 -0.640  -0.310
N -1.263 0.019 0.152  0.533
N 1.418 0.097 -0.183  0.610
O -2.352 -0.471 -0.107  -0.523
O -1.207 0.721 1.161  -0.550
O 2.026 0.631 -1.077  -0.404
O 1.727 -0.505 0.769  -0.356

=====

[6]
The following is a DFT calculation (ωB97M-V with the def2-TZVPD basis set) of C3HCl3O as an isolated structure at a distorted geometry.

Gap between HOMO and LUMO: 8.2 eV
Lowest unoccupied orbital energy: -0.870 eV
Relative energy (zero: lowest compared OMol25 entry of this formula, charge and spin): 94.1 kcal/mol
Largest force on an atom: 2.732 eV Å⁻¹
2S+1: 1

Each line ends with the natural charge from an NBO analysis.
Cartesian coordinates (Å):
C -1.198 -1.533 -0.750  0.686
C -1.775 -1.353 0.410  -0.565
C 2.345 0.100 0.787  -0.182
O -0.713 -1.553 -1.811  -0.430
Cl -1.126 -0.745 1.937  0.040
Cl 3.099 0.921 -0.415  0.104
Cl 3.424 -0.780 1.700  0.078
H -2.909 -1.580 0.386  0.270